--- P ---
16
Properties=species:S:1:pos:R:3 method="wB97M-V/def2-TZVPD" mol_weight_g_mol=108.1 homo_lumo_gap_ev=7.59 total_charge=0
C 1.43 -1.42 1.23
C 0.90 -0.16 -1.13
C -0.22 0.63 -0.66
C -1.18 0.32 0.23
C -2.29 1.19 0.48
C -0.91 1.29 -1.79
H 0.21 -1.71 1.12
H 1.79 -0.50 1.89
H 2.07 -2.30 1.37
H 2.82 -1.05 -0.39
H 1.58 -0.05 -2.05
H -1.36 -0.60 0.88
H -2.71 0.74 1.33
H -2.40 2.21 0.01
N 1.75 -0.67 -0.15
N -1.47 2.08 -2.38

=====

--- Q ---
16
Properties=species:S:1:pos:R:3 method="wB97M-V/def2-TZVPD" mol_weight_g_mol=108.1 homo_lumo_gap_ev=9.82 total_charge=0
C -1.02 -0.27 0.20
C -0.96 1.19 0.47
C 0.22 1.67 -0.35
C 1.38 0.99 -0.32
C 1.40 -0.32 0.34
C 0.97 -1.53 -0.38
H -2.65 -0.21 -0.75
H -0.74 1.49 1.56
H -1.99 1.64 0.27
H 0.19 2.55 -0.98
H 2.25 1.46 -0.77
H 2.16 -0.41 1.15
H 1.39 -2.46 -0.10
H 0.58 -1.36 -1.37
N -1.95 -0.88 -0.45
N 0.08 -0.97 0.62

=====

Which structure loses on stability? P does.

=====

--- P ---
16
Properties=species:S:1:pos:R:3 method="wB97M-V/def2-TZVPD" mol_weight_g_mol=108.1 homo_lumo_gap_ev=9.01 total_charge=0
C -1.65 -1.41 -2.14
C 0.05 1.21 0.56
C 2.18 0.01 0.24
C -0.69 0.03 1.12
C 1.35 0.95 -0.14
C -1.19 -0.56 -1.17
N -1.92 -1.97 -3.08
N -1.14 -0.93 0.04
H -0.54 1.86 -0.18
H 0.16 1.95 1.34
H 3.00 -0.08 -0.40
H 1.95 -0.62 0.92
H -0.25 -0.63 1.97
H -1.60 0.33 1.55
H 1.54 1.74 -0.91
H -1.28 -1.87 0.27

=====

--- Q ---
16
Properties=species:S:1:pos:R:3 method="wB97M-V/def2-TZVPD" mol_weight_g_mol=108.1 homo_lumo_gap_ev=9.60 total_charge=0
C 1.72 -0.18 0.30
C 1.08 1.12 -0.23
C -0.20 1.47 -0.13
C -1.22 0.53 0.49
C -2.11 -0.33 -0.33
C 1.07 -1.54 -0.12
H 2.73 -0.22 -0.07
H 1.80 -0.16 1.44
H 1.77 1.86 -0.63
H -0.44 2.47 -0.43
H -1.57 0.88 1.45
H -3.21 -0.47 -0.11
H -1.91 -0.41 -1.43
H 1.72 -2.36 -0.53
N -1.05 -0.92 0.46
N -0.17 -1.73 -0.13

=====

--- R ---
16
Properties=species:S:1:pos:R:3 method="wB97M-V/def2-TZVPD" mol_weight_g_mol=108.1 homo_lumo_gap_ev=8.72 total_charge=0
C -1.26 0.69 0.35
C -1.48 -0.81 0.57
C -0.46 -1.77 0.65
C 0.89 -1.29 0.55
C 1.56 -0.16 0.12
C 0.06 1.41 -1.31
H -2.32 0.82 0.55
H -0.42 1.44 0.72
H -2.60 -0.85 0.92
H -0.70 -2.84 0.64
H 1.52 -1.77 1.45
H 2.54 0.06 0.60
H 2.05 0.99 -1.59
H 0.58 1.77 -2.34
N 1.22 1.07 -0.73
N -1.20 1.22 -1.14

=====

Which structure loses on stability? R does.

=====

--- P ---
18
Properties=species:S:1:pos:R:3 method="wB97M-V/def2-TZVPD" mol_weight_g_mol=118.1 homo_lumo_gap_ev=8.21 total_charge=0
C -1.04 1.67 -0.67
C -1.62 -1.73 0.29
N -0.86 -0.62 -0.23
C 0.38 -0.45 0.14
N 2.26 0.85 -0.28
N 1.16 -1.43 0.71
O -1.14 2.36 0.47
N 0.87 0.81 0.01
H -0.23 2.43 0.81
H 2.62 1.75 0.01
H 2.43 0.76 -1.28
H 2.14 -1.18 0.77
H 0.97 -2.38 0.44
H -1.99 1.26 -0.98
H -0.40 2.03 -1.46
H -1.52 -1.87 1.38
H -1.35 -2.68 -0.20
H -2.68 -1.57 0.07

=====

--- Q ---
18
Properties=species:S:1:pos:R:3 method="wB97M-V/def2-TZVPD" mol_weight_g_mol=118.1 homo_lumo_gap_ev=9.24 total_charge=0
C -1.97 -1.37 -0.39
C -1.17 1.78 0.28
C 0.82 0.47 -0.25
H -2.85 -0.77 -0.64
H -2.07 -2.26 0.20
H -1.42 -1.60 -1.39
H -1.23 1.70 1.40
H -0.27 2.69 0.12
H -2.20 2.07 -0.28
H 2.46 1.28 -0.43
H 0.69 -1.35 0.64
H 2.93 -0.55 1.01
H 2.62 -2.00 -0.23
N -0.60 0.47 -0.29
N 1.50 1.54 -0.41
N 1.29 -0.70 0.13
N 2.63 -0.85 0.05
O -1.16 -0.55 0.49

=====

Which structure loses on stability? Q does.

=====

--- P ---
19
Properties=species:S:1:pos:R:3 method="wB97M-V/def2-TZVPD" mol_weight_g_mol=134.6 homo_lumo_gap_ev=10.09 total_charge=0
C 0.06 -1.71 -0.31
C 0.37 -0.14 -0.29
C -0.41 0.47 -1.47
C 0.05 0.46 1.06
C 1.04 0.62 2.14
H 0.26 -2.19 -1.32
H 0.68 -2.17 0.44
H -0.99 -1.88 -0.09
H -0.22 1.60 -1.42
H -0.05 0.13 -2.46
H -2.33 0.10 -0.65
H -2.08 -0.58 -2.16
H -1.01 0.30 1.28
H 0.67 0.50 3.15
H 2.07 0.28 1.98
H 1.15 2.16 0.84
N -1.83 0.18 -1.51
N 0.45 1.82 1.50
Cl 2.12 0.02 -0.72

=====

--- Q ---
19
Properties=species:S:1:pos:R:3 method="wB97M-V/def2-TZVPD" mol_weight_g_mol=134.6 homo_lumo_gap_ev=9.39 total_charge=0
C 1.72 -1.13 1.24
C 0.65 -0.60 0.15
C -0.28 -1.50 -0.71
C -1.26 -0.17 -0.41
C -0.50 0.32 0.73
H 2.27 -1.88 0.78
H 0.91 -1.60 1.90
H 2.39 -0.30 1.79
H -0.68 -2.28 -0.13
H -0.12 -1.76 -1.63
H -0.83 0.57 -1.07
H -2.69 -0.44 1.11
H -3.08 -1.05 -0.81
H -0.63 -0.14 1.70
H -0.21 2.32 0.01
H 0.07 1.97 1.71
N -2.71 -0.18 -0.13
N -0.55 1.83 0.83
Cl 1.38 0.68 -0.96

=====

Which structure loses on stability? Q does.

=====

--- P ---
25
Properties=species:S:1:pos:R:3 method="wB97M-V/def2-TZVPD" mol_weight_g_mol=169.2 homo_lumo_gap_ev=7.68 total_charge=+1
C 0.55 -0.97 -1.60
C 0.34 0.54 0.97
C -1.28 -1.91 -0.27
C -0.95 0.09 2.71
C -1.33 -1.26 2.10
C 0.46 1.14 -0.45
C -0.86 1.79 -1.05
C 2.52 0.32 -1.30
N 1.10 0.17 -1.22
N -0.62 -1.66 -1.44
O -0.78 0.98 1.65
O -0.88 -1.17 0.72
H 1.21 -1.60 -2.20
H -1.75 0.38 3.43
H 0.06 -0.03 3.12
H -0.95 -2.08 2.65
H -2.39 -1.34 2.04
H 1.19 2.10 -0.31
H -1.22 1.36 -1.89
H -0.90 2.91 -1.22
H -1.58 1.69 -0.33
H 2.99 -0.02 -0.38
H 2.82 -0.34 -2.03
H 2.94 1.32 -1.71
H -0.70 -2.41 -1.99

=====

--- Q ---
25
Properties=species:S:1:pos:R:3 method="wB97M-V/def2-TZVPD" mol_weight_g_mol=169.2 homo_lumo_gap_ev="6.79 / 6.75" total_charge=+1
C -3.49 0.56 0.39
C -2.29 0.27 -0.18
C 0.91 -0.87 -0.41
C 1.91 -1.76 0.02
C 1.05 0.45 -0.21
C -1.37 1.25 -0.53
C 1.74 -3.19 0.31
C 2.12 1.25 -0.83
N 2.41 2.42 -0.01
N -1.46 2.53 0.31
O 3.47 2.62 0.52
O 1.54 3.24 -0.10
H -4.38 -0.19 0.36
H -3.83 1.60 0.40
H -2.31 -0.73 -0.52
H -0.03 -1.19 -0.76
H 2.78 -1.48 0.54
H 1.31 -3.25 1.24
H 1.00 -3.46 -0.44
H 2.66 -3.74 0.43
H 1.87 1.58 -1.79
H 3.17 0.81 -0.88
H -0.62 3.02 0.51
H -2.18 2.53 1.03
H -1.86 3.06 -0.47

=====

Which structure loses on stability? Q does.

=====

--- P ---
19
Properties=species:S:1:pos:R:3 method="wB97M-V/def2-TZVPD" mol_weight_g_mol=136.3 homo_lumo_gap_ev=4.00 total_charge=0
C -1.07 -0.38 -1.33
C -0.57 -1.82 -1.98
C -2.26 -0.28 -0.57
S -2.24 0.92 0.78
S 2.03 -0.50 -0.31
C 1.67 0.82 0.77
C 2.42 0.86 2.07
H -0.93 0.66 -1.73
H -0.25 -0.33 -0.55
H -0.66 -1.93 -3.08
H -1.22 -2.56 -1.47
H 0.50 -2.06 -1.65
H -3.13 -0.16 -1.24
H -2.36 -1.21 0.00
H 1.71 1.80 0.23
H 0.58 0.94 1.05
H 2.05 1.53 2.91
H 3.31 1.34 1.75
H 2.46 -0.10 2.50

=====

--- Q ---
19
Properties=species:S:1:pos:R:3 method="wB97M-V/def2-TZVPD" mol_weight_g_mol=136.3 homo_lumo_gap_ev="7.32 / 8.00" total_charge=0
C -1.63 -0.82 -0.30
C 0.52 -2.01 0.43
C 1.73 1.94 0.35
C -0.45 -0.89 0.57
C 0.38 1.53 -0.23
S -1.36 2.74 -2.39
S 0.17 1.36 -1.97
H -2.06 0.23 -0.29
H -2.57 -1.27 0.11
H -1.31 -1.38 -1.18
H 1.47 -1.93 1.00
H -0.07 -2.97 0.97
H 0.64 -2.41 -0.58
H 2.66 1.73 -0.31
H 1.96 1.52 1.34
H 1.86 2.95 0.25
H -0.57 -0.33 1.52
H -0.45 2.13 0.29
H -2.32 2.19 -1.51

=====

Which structure loses on stability? P does.